# 1
{"formula": "C3H26N2O8S", "method": "the ωB97M-V functional and the def2-TZVPD basis", "e_above_lowest_kcal_mol": 35.90, "spin_multiplicity": 1, "orbital_gap_ev": 9.2, "smiles": "NC[C@@H](N)CS.O.O.O.O.O.O.O.O", "elements": ["N", "C", "C", "N", "C", "S", "H", "H", "H", "H", "H", "H", "H", "H", "H", "H", "O", "H", "H", "O", "H", "H", "O", "H", "H", "O", "H", "H", "O", "H", "H", "O", "H", "H", "O", "H", "H", "O", "H", "H"], "coordinates": [[1.272, 1.042, -1.239], [0.330, 0.417, -2.178], [-1.067, 0.335, -1.586], [-1.712, 1.650, -1.417], [-1.922, -0.672, -2.220], [-3.480, -1.110, -1.090], [1.219, 0.841, -0.267], [2.234, 0.891, -1.509], [0.660, -0.539, -2.615], [0.089, 1.137, -2.988], [-1.020, -0.031, -0.512], [-1.867, 2.073, -2.331], [-1.043, 2.236, -0.882], [-1.587, -1.719, -2.404], [-2.639, -0.432, -3.006], [-4.050, 0.012, -0.523], [-2.997, -0.827, 2.504], [-2.634, -1.488, 3.108], [-3.418, -1.400, 1.841], [0.850, -2.729, 1.205], [0.924, -2.917, 2.139], [1.362, -3.460, 0.680], [-2.508, 1.903, 1.279], [-2.764, 0.977, 1.416], [-2.095, 2.065, 0.451], [2.174, 2.307, 2.068], [2.411, 3.174, 1.728], [2.309, 2.242, 3.011], [3.133, -1.334, -1.378], [3.369, -0.544, -0.882], [4.048, -1.723, -1.375], [-0.784, 3.348, 2.706], [0.137, 3.102, 2.851], [-1.289, 2.600, 2.353], [2.036, -3.682, -0.698], [1.203, -4.045, -1.020], [2.143, -2.766, -1.020], [2.572, -0.361, 1.006], [2.668, 0.269, 1.714], [1.732, -0.840, 1.084]], "forces_ev_per_a": [[-0.012, 0.600, -1.508], [-0.316, 0.928, -0.021], [0.731, -0.170, 2.915], [0.607, -0.055, -0.237], [-4.030, -1.368, 0.290], [0.179, -0.351, 0.521], [-0.459, -0.638, 0.555], [-0.287, 0.152, -0.186], [-0.001, 0.192, 0.267], [0.970, -0.410, -0.205], [0.470, 0.197, -0.969], [0.101, 0.177, 0.258], [-0.291, -0.290, -1.021], [0.351, 1.040, 0.339], [1.200, 0.689, -0.807], [0.952, -0.212, -0.866], [-0.238, -0.747, -0.172], [0.118, 0.390, 0.092], [0.132, 0.398, -0.087], [0.217, -0.890, -0.315], [0.005, -0.140, 0.230], [-0.628, 1.882, 1.129], [-0.799, -0.061, 2.089], [0.402, 0.209, -0.369], [-0.135, -0.533, -1.265], [-0.287, -0.568, -0.477], [0.099, 0.075, 0.385], [0.253, 0.560, 0.333], [2.301, -0.507, -0.616], [-0.877, 0.266, 0.695], [-1.304, -0.152, -0.379], [0.426, 0.695, 0.445], [-0.366, -0.307, -0.288], [-0.006, -0.162, -0.100], [0.199, -0.970, -0.582], [0.144, 0.191, -0.424], [-0.029, 0.001, 0.090], [0.321, -0.264, -0.279], [-0.342, 0.401, 0.285], [0.228, -0.245, 0.252]]}


# 2
{"formula": "C3H27N3O9", "method": "the ωB97M-V functional and the def2-TZVPD basis", "e_above_lowest_kcal_mol": 0.00, "spin_multiplicity": 1, "orbital_gap_ev": 9.5, "smiles": "[H]/N=C(\\N)NCC.O.O.O.O.O.O.O.O.O", "elements": ["H", "N", "C", "N", "N", "C", "C", "H", "H", "H", "H", "H", "H", "H", "H", "O", "H", "H", "O", "H", "H", "O", "H", "H", "O", "H", "H", "O", "H", "H", "O", "H", "H", "O", "H", "H", "O", "H", "H", "O", "H", "H"], "coordinates": [[3.661, 0.361, -1.459], [2.970, 0.064, -0.781], [1.909, -0.516, -1.198], [1.431, -0.529, -2.471], [0.985, -0.902, -0.220], [0.256, -2.179, -0.361], [1.042, -3.472, -0.141], [0.429, -0.499, -2.639], [2.025, -0.042, -3.121], [1.403, -0.932, 0.708], [-0.425, -2.140, 0.488], [-0.275, -2.244, -1.303], [1.413, -3.893, -1.070], [1.822, -3.388, 0.625], [0.432, -4.197, 0.391], [0.639, 1.280, 3.259], [-0.081, 1.630, 2.730], [1.288, 1.071, 2.577], [-0.860, -0.923, 3.189], [-1.185, -1.317, 3.994], [-0.159, -0.282, 3.338], [-2.963, -1.510, -1.251], [-2.446, -2.100, -0.702], [-3.397, -0.931, -0.612], [-1.372, 0.180, -3.023], [-2.085, -0.319, -2.603], [-1.619, 1.080, -2.727], [-0.734, 1.210, 0.442], [-0.008, 1.853, 0.461], [-0.493, 0.330, 0.129], [2.720, 1.197, 1.273], [2.611, 1.093, 0.316], [2.609, 2.155, 1.288], [-2.757, 1.673, -1.205], [-3.433, 1.014, -1.040], [-2.003, 1.457, -0.599], [-3.048, 0.082, 1.615], [-2.920, 0.995, 1.407], [-2.194, -0.251, 1.927], [1.362, 2.972, -0.035], [1.878, 2.642, -0.743], [1.022, 3.802, -0.400]], "forces_ev_per_a": [[-0.355, -0.021, -0.464], [1.134, -1.174, -1.105], [-1.131, 1.359, -0.050], [0.610, -0.631, -0.060], [0.104, -1.401, -0.197], [0.049, -0.191, 0.884], [0.346, -0.039, 0.565], [-0.117, 0.112, -0.061], [-0.252, -0.107, -0.151], [0.323, 0.469, -0.320], [-0.580, 0.079, -0.230], [-0.191, 0.274, -0.089], [0.265, -0.098, 0.107], [0.381, 0.518, -0.533], [-0.610, -0.264, -0.539], [-0.136, -0.041, 0.184], [-0.385, 0.160, 0.008], [0.833, 0.003, -0.306], [-0.648, -0.898, -1.173], [0.163, 0.135, 0.400], [0.343, 0.559, 0.670], [-0.255, 0.200, -0.170], [0.126, -0.151, 0.121], [0.030, -0.165, 0.297], [0.034, 0.521, -0.029], [0.075, -0.446, 0.043], [0.174, -0.459, -0.177], [-1.171, 0.652, 0.685], [0.401, -0.610, -0.555], [1.092, 0.118, -0.051], [-0.385, 1.636, 1.771], [0.549, -1.404, -0.051], [0.107, 0.165, 0.994], [0.153, 0.322, 0.121], [-0.083, 0.089, 0.021], [-0.456, 0.231, -0.151], [-0.666, -1.092, -0.215], [0.311, 0.825, -0.122], [0.103, 0.104, 0.351], [-1.092, 1.518, 0.514], [0.918, -0.856, -1.209], [-0.108, -0.001, 0.272]]}


# 3
{"formula": "C3H28O12S2", "method": "the ωB97M-V functional and the def2-TZVPD basis", "spin_multiplicity": 2, "s_squared": 0.755, "total_charge": 1, "orbital_gap_ev": [8.5, 5.2], "elements": ["C", "C", "O", "C", "S", "S", "H", "H", "H", "H", "H", "H", "H", "H", "O", "H", "H", "O", "H", "H", "O", "H", "H", "O", "H", "H", "O", "H", "H", "O", "H", "H", "O", "H", "H", "O", "H", "H", "O", "H", "H", "O", "H", "H", "O"], "coordinates": [[0.925, -0.429, -2.720], [1.917, 0.689, -2.518], [3.040, 0.465, -2.172], [-0.514, 0.012, -2.577], [-1.653, -1.347, -3.237], [-3.265, -0.701, -2.249], [1.019, -0.681, -3.772], [1.188, -1.297, -2.129], [1.620, 1.709, -2.823], [-0.950, 0.130, -1.598], [-0.672, 0.851, -3.197], [-4.053, -1.802, -2.273], [2.785, -1.354, 2.478], [1.498, -1.963, 1.641], [2.158, -1.241, 1.761], [2.215, 1.448, -0.255], [2.037, 0.144, 0.468], [1.535, 0.940, 0.210], [-1.444, 3.428, -2.680], [-1.239, 2.680, -1.244], [-1.662, 2.678, -2.127], [-2.040, -0.157, 1.238], [-2.742, -0.691, 2.398], [-1.835, -0.465, 2.144], [-0.826, 2.415, 3.356], [-2.099, 2.033, 2.584], [-1.589, 2.794, 2.885], [-2.735, 1.638, 0.113], [-4.049, 1.048, -0.118], [-3.374, 1.050, 0.573], [1.952, -2.873, -0.253], [1.570, -4.234, -0.754], [1.493, -3.301, -0.991], [3.921, -2.162, -0.069], [2.971, -1.813, 1.102], [3.786, -2.283, 0.878], [-0.210, -2.172, 0.513], [-0.744, -2.014, 1.905], [-0.114, -2.555, 1.395], [1.114, 1.044, 2.696], [0.224, 0.567, 3.832], [0.790, 1.304, 3.569], [-1.047, 2.727, 1.113], [-0.035, 1.624, 0.534], [-0.867, 2.117, 0.370]], "forces_ev_per_a": [[-0.569, -0.168, 0.051], [0.259, -0.038, -0.495], [0.225, 0.018, 0.201], [-0.283, -1.519, -0.035], [-0.024, 0.346, 0.461], [0.118, -0.037, -0.047], [0.419, -0.271, -0.365], [0.133, -0.158, 0.099], [-0.234, 0.015, 0.100], [0.495, 0.486, 0.431], [-0.612, 1.101, -0.447], [0.264, -0.077, -0.379], [-0.315, -0.205, 0.758], [-0.575, 0.173, 1.267], [-4.145, 2.915, 2.065], [-0.235, 0.246, 0.189], [-0.437, 0.136, 0.359], [0.690, -0.269, -0.157], [0.164, 0.324, 0.428], [0.230, 0.512, -0.169], [-0.450, -0.774, -0.315], [0.315, 0.282, 0.413], [0.173, -0.039, 0.505], [-0.429, -0.305, -0.531], [-0.011, 0.080, -0.165], [-0.087, -0.097, 0.321], [-0.019, 0.111, -0.126], [0.285, -0.235, 0.834], [-0.554, -0.166, 0.497], [-0.026, 0.507, -1.474], [0.284, -0.266, -0.218], [-0.078, 0.002, -0.158], [-0.124, 0.204, 0.231], [0.595, -0.134, 0.056], [1.131, -0.129, -1.411], [3.262, -2.488, -2.414], [0.040, -0.415, -0.158], [0.043, 0.074, 0.204], [-0.028, 0.168, -0.241], [0.072, 0.048, 0.038], [0.101, -0.042, 0.047], [-0.179, -0.137, -0.084], [0.301, -0.213, 0.365], [-0.259, 0.489, 0.011], [0.072, -0.053, -0.540]]}


# 4
{"formula": "C3H29O15", "method": "the ωB97M-V functional and the def2-TZVPD basis", "e_above_lowest_kcal_mol": 0.00, "spin_multiplicity": 1, "total_charge": -1, "orbital_gap_ev": 9.6, "elements": ["O", "C", "O", "C", "C", "O", "H", "H", "H", "H", "H", "H", "H", "O", "H", "H", "O", "H", "H", "O", "H", "H", "O", "H", "H", "O", "H", "H", "O", "H", "H", "O", "H", "H", "O", "H", "H", "O", "H", "H", "O", "H", "H", "O", "H", "H", "O"], "coordinates": [[1.719, 1.077, -0.850], [1.128, 1.065, 0.257], [0.122, 0.346, 0.526], [1.579, 2.186, 1.183], [0.669, 3.391, 0.974], [1.211, 4.171, -0.125], [2.644, 2.384, 1.267], [1.426, 1.884, 2.244], [-0.318, 3.111, 0.593], [0.556, 4.116, 1.776], [1.683, 3.572, -0.718], [0.290, -1.048, -4.254], [-0.093, -1.953, -3.068], [-0.379, -1.680, -3.958], [-1.255, -1.499, -1.712], [-0.392, -0.815, -0.574], [-0.391, -1.518, -1.282], [-1.737, 0.941, 1.030], [-3.239, 0.937, 1.453], [-2.359, 0.634, 1.705], [-3.742, 1.001, -1.316], [-4.384, -0.090, -0.400], [-4.472, 0.817, -0.706], [-1.512, 0.694, 3.819], [-0.198, 0.158, 4.446], [-1.012, 0.664, 4.644], [-1.803, 0.517, -3.162], [-1.433, 0.745, -1.756], [-2.128, 0.307, -2.275], [1.870, -2.947, -0.069], [0.847, -2.877, -1.119], [1.760, -3.206, -0.997], [2.654, -2.044, -2.030], [3.250, -0.785, -1.748], [3.048, -1.303, -2.544], [1.328, -1.462, 3.570], [1.390, -0.120, 2.984], [1.308, -0.536, 3.853], [-0.138, -2.155, 1.595], [1.003, -1.387, 0.801], [0.827, -2.076, 1.469], [1.087, 0.844, -2.727], [2.002, -0.102, -3.390], [1.380, 0.619, -3.626], [-1.787, -2.023, 0.622], [-2.117, -2.006, 2.179], [-1.890, -2.549, 1.420]], "forces_ev_per_a": [[-0.126, -0.383, 0.394], [0.796, 1.140, -1.872], [-0.119, 0.348, 0.532], [-1.268, -0.900, 3.329], [0.807, 0.757, -2.286], [0.107, 0.359, 0.188], [0.081, 0.368, -1.135], [-0.470, -0.144, -0.379], [-0.136, -0.442, 0.725], [0.180, -0.401, 0.370], [-0.126, -0.148, 0.023], [0.014, 0.201, 0.310], [0.155, 0.449, -0.686], [-0.171, -0.580, -0.171], [0.004, 0.341, -0.024], [0.468, -0.034, -0.557], [-0.543, -0.449, 0.876], [0.190, -0.148, 0.169], [0.098, 0.124, -0.206], [-0.285, -0.142, 0.254], [0.003, -0.549, 0.006], [0.246, -0.023, -0.295], [-0.322, 0.469, 0.335], [0.117, -0.012, -0.103], [-0.333, 0.199, -0.056], [-0.078, -0.041, 0.124], [-0.208, -0.488, -0.227], [-0.126, -0.242, 0.220], [0.278, 0.970, -0.006], [0.131, -0.437, 0.052], [0.151, -0.067, -0.256], [-0.167, 0.157, 0.273], [-0.284, -0.451, -0.733], [0.155, 0.712, -0.571], [0.237, -0.255, 1.201], [-0.116, 0.008, 0.114], [-0.154, 0.214, 0.076], [0.459, -0.311, -0.288], [0.323, -0.009, -0.401], [-0.724, -0.129, 0.705], [0.953, -0.270, 0.114], [0.169, 0.135, -0.042], [0.050, 0.147, -0.148], [-0.117, -0.213, 0.037], [-0.226, 0.435, 0.155], [-0.199, 0.620, -0.375], [0.126, -0.887, 0.234]]}